Formula: H4O2
Source: the OMol25 dataset
Level of theory: ωB97M-V/def2-TZVPD

XYZ file:
```
6
Properties=species:S:1:pos:R:3
O -1.19989 -0.06937 -0.05433
H -1.72171 -0.87376 0.11727
H -1.82422 0.57907 -0.36160
O 1.74422 -0.19662 -0.14624
H 0.81222 -0.03442 0.13083
H 2.18938 0.59510 0.31405
```

Its gap between HOMO and LUMO is 0.4228 hartree. Its total charge is 0.

Listed below, in e, are the natural (NBO) charges computed for each atom: -0.953 0.482 0.479 -0.953 0.488 0.458

=====

Formula: C6H5ErN2O5S
Source: the OMol25 dataset
Level of theory: ωB97M-V/def2-TZVPD

XYZ file:
```
20
Properties=species:S:1:pos:R:3
O 2.85935 2.73287 -4.32491
C 1.81369 2.84566 -3.88051
Er -0.47354 0.54027 -0.07004
C -2.76485 0.07927 0.69058
O -3.92437 0.03883 0.82718
C -3.20785 2.49031 -0.82934
O -3.01034 2.98015 -1.87788
C -1.96177 -0.37377 -1.69053
O -2.84035 -0.84578 -2.28174
C -1.92070 2.50273 0.51744
O -2.37854 3.17268 1.37225
H 1.08577 -0.05745 -0.54509
N 2.55785 -1.55844 0.53851
C 1.65289 -1.95080 1.45104
N 2.14774 -2.57860 2.53642
S -0.06882 -1.83232 1.24684
H 3.52353 -1.39917 0.81561
H 2.24415 -0.99156 -0.26387
H 1.51914 -3.08916 3.15443
H 3.14703 -2.70571 2.61361
```

As for the spin multiplicity: 4. Its gap between HOMO and LUMO (alpha / beta) is 0.2543 / 0.2569 hartree. Its total charge is +2.

Listed below, in e, are the natural (NBO) charges computed for each atom: -0.454 0.461 1.745 0.445 -0.320 0.549 -0.346 0.439 -0.273 0.244 -0.303 -0.555 -0.748 0.376 -0.725 -0.269 0.422 0.440 0.445 0.428

=====

Formula: C5H14N5
Source: the OMol25 dataset
Level of theory: ωB97M-V/def2-TZVPD

XYZ file:
```
24
Properties=species:S:1:pos:R:3
C -0.15072 -0.17151 3.82223
C 0.40856 0.23945 2.55107
N 1.46597 1.09768 2.49568
N -0.32890 -0.21831 1.59016
N 0.06781 0.20702 0.37418
C -0.37158 -0.45451 -0.72032
N -1.07285 -1.53894 -0.46191
N -0.13689 -0.10712 -1.97054
C -0.52545 -1.01820 -3.08651
C 0.36634 1.19091 -2.44632
H -0.95798 -0.88588 3.51207
H 0.61162 -0.48053 4.47458
H -0.62093 0.65993 4.38634
H 1.70015 1.54560 3.31678
H 1.71081 1.66157 1.62719
H 0.73517 0.92595 0.24589
H -1.50787 -2.10714 -1.27511
H -1.37683 -1.64978 0.53114
H -1.51063 -0.87535 -3.37409
H 0.05516 -0.66446 -4.04298
H -0.41304 -2.02196 -2.81358
H -0.29585 1.71157 -3.12930
H 0.56971 1.90617 -1.70977
H 1.40268 0.98559 -3.04147
```

Its gap between HOMO and LUMO is 0.3553 hartree. Its total charge is +1.

Listed below, in e, are the natural (NBO) charges computed for each atom: -0.660 0.445 -0.792 -0.378 -0.421 0.661 -0.786 -0.384 -0.413 -0.417 0.260 0.236 0.242 0.409 0.389 0.377 0.432 0.464 0.213 0.245 0.212 0.232 0.212 0.222

=====

Formula: C4H5N2O2
Source: the OMol25 dataset
Level of theory: ωB97M-V/def2-TZVPD

XYZ file:
```
13
Properties=species:S:1:pos:R:3
C -1.21265 -0.68488 -0.63993
C -0.10087 -0.26805 -1.20292
C -1.35730 0.10584 0.60793
C 0.76276 0.42138 -0.25468
N -0.21908 0.61147 0.91110
N -5.39011 -0.46963 0.06375
O -5.25363 -1.34777 0.78428
O -5.52853 0.27969 -0.75729
H -2.04038 -1.14890 -1.09217
H 0.32118 -0.74525 -2.03519
H 1.49066 -0.30808 0.04153
H 1.21799 1.36606 -0.50418
H 0.05905 1.28511 1.61194
```

Its gap between HOMO and LUMO (alpha / beta) is 0.1364 / 0.1371 hartree. Its total charge is +1.

Listed below, in e, are the natural (NBO) charges computed for each atom: -0.316 -0.116 0.039 -0.308 -0.528 0.804 0.037 0.047 0.202 0.227 0.247 0.243 0.422

=====

Formula: C3H3NO
Source: the OMol25 dataset
Level of theory: ωB97M-V/def2-TZVPD

XYZ file:
```
8
Properties=species:S:1:pos:R:3
C -0.50025 -1.06088 0.35291
C -0.50262 1.06926 0.34830
C -0.71935 0.00060 -0.76394
N -1.49813 0.00120 0.89359
O -2.11167 -0.00309 -0.44092
H 0.39924 -1.31458 0.89330
H 0.40293 1.31662 0.88246
H -0.41680 -0.00269 -1.80702
```

Its gap between HOMO and LUMO (alpha / beta) is 0.3288 / 0.3283 hartree. Its total charge is 0.

Listed below, in e, are the natural (NBO) charges computed for each atom: -0.001 -0.003 -0.021 -0.152 -0.388 0.183 0.182 0.198

=====

Formula: C2H9NO
Source: the OMol25 dataset
Level of theory: ωB97M-V/def2-TZVPD

XYZ file:
```
13
Properties=species:S:1:pos:R:3
N -0.90696 -1.60088 -0.44766
C 0.10336 -2.43988 -1.03423
O 0.56137 -3.43633 -0.05023
H -1.58503 -2.11570 0.10506
H -0.45746 -1.04534 0.27762
H -0.27678 -3.03615 -1.86975
H 0.93452 -1.80139 -1.28584
H 1.49334 -3.22552 -0.06718
C 0.13596 6.43295 1.25823
H 1.03835 7.05287 1.23597
H -0.58016 6.97659 1.87255
H 0.35270 5.48461 1.72827
H -0.20737 6.40193 0.22759
```

Its gap between HOMO and LUMO is 0.3989 hartree. Its total charge is 0.

Listed below, in e, are the natural (NBO) charges computed for each atom: -0.830 0.076 -0.742 0.363 0.349 0.167 0.157 0.460 -0.851 0.210 0.212 0.214 0.215

=====

Formula: C46H49B2F4GeN5O9S2V
Source: the OMol25 dataset
Level of theory: ωB97M-V/def2-TZVPD

XYZ file:
```
119
Properties=species:S:1:pos:R:3
V 0.70240 0.83016 0.37330
C 2.18189 6.13179 2.38564
C 1.98305 4.64229 2.35012
N 0.85238 4.09050 2.14005
O -0.26468 4.84330 1.87477
B -0.92691 4.57914 0.56436
F -2.15967 5.18128 0.57902
F -0.15731 5.09901 -0.49518
O -1.13663 3.08626 0.30555
N -0.40813 2.23630 1.01687
C -0.87325 1.85149 2.18011
C -2.21798 2.27012 2.64189
C 0.03145 1.02648 2.93253
N 1.08751 0.64630 2.26297
O 1.98024 -0.06897 2.92909
B 3.45247 0.10786 2.64251
F 3.80365 -0.34848 1.38202
F 4.12144 -0.56812 3.62385
O 3.81901 1.57425 2.77503
N 2.84739 2.46731 2.55630
C 3.11732 3.71924 2.58742
C 4.49909 4.26749 2.81632
C -0.17713 0.68417 4.36546
H 1.29655 6.61282 1.97777
H 3.05711 6.43054 1.81108
H 2.31961 6.46342 3.41719
H -2.33772 3.34421 2.50066
H -2.39350 2.00351 3.67952
H -2.95427 1.77721 2.00141
H 5.17148 3.45782 3.08610
H 4.48999 5.01518 3.60921
H 4.86801 4.73259 1.89899
H -0.95198 -0.07975 4.46470
H -0.48171 1.57177 4.91946
H 0.74701 0.29329 4.78029
O -0.14204 1.20305 -1.60155
S -1.33239 1.39177 -2.49545
C -1.08289 3.03255 -3.28915
C 0.15450 3.18650 -4.17171
C 1.48317 3.04115 -3.41090
C 1.83623 4.30693 -2.64794
S 2.54429 3.95256 -0.98675
O 1.83074 2.76101 -0.45864
C 4.18028 3.36073 -1.50035
C 5.07067 4.20066 -2.15592
C 6.33777 3.73401 -2.46844
C 6.72635 2.45590 -2.08754
C 5.84442 1.64031 -1.39450
C 4.56619 2.09368 -1.10016
C -0.93175 0.37491 -3.94433
C 0.31123 -0.22949 -4.00101
C 0.62517 -1.08058 -5.04825
C -0.31668 -1.32110 -6.03927
C -1.56086 -0.70772 -5.98209
C -1.87669 0.14013 -4.93106
H -1.06776 3.72540 -2.44379
H -1.99881 3.19520 -3.86141
H 0.11012 4.17277 -4.64346
H 0.12151 2.44613 -4.97245
H 2.28160 2.77949 -4.10736
H 1.39181 2.22977 -2.69186
H 0.94684 4.88612 -2.40456
H 2.55051 4.94728 -3.16520
H 4.78638 5.21324 -2.41883
H 7.03227 4.37460 -2.99587
H 7.71925 2.09834 -2.32643
H 6.14285 0.65342 -1.06686
H 3.86880 1.47163 -0.56129
H 1.02091 -0.03943 -3.21272
H 1.59530 -1.55837 -5.07069
H -0.08007 -1.98712 -6.85823
H -2.29103 -0.90447 -6.75556
H -2.85333 0.60609 -4.87536
O 3.06543 -1.43313 -2.12491
C 2.53233 -0.70449 -1.38183
N 1.98661 0.06231 -0.64077
O -2.34584 0.05650 0.05561
C -1.42773 -0.71647 -0.13350
O -0.29664 -0.63628 0.53486
C -1.53168 -1.82653 -1.16074
C -0.95537 -3.14883 -0.64814
Ge -2.15397 -4.03527 0.66281
C -1.44347 -5.82349 1.09353
C -0.20183 -6.23965 0.62096
C 0.29504 -7.49573 0.94010
C -0.44674 -8.35031 1.74114
C -1.68558 -7.94761 2.22114
C -2.17898 -6.69360 1.89619
C -3.95346 -4.19310 -0.13399
C -4.13474 -4.30396 -1.51078
C -5.40634 -4.41403 -2.05432
C -6.51808 -4.41555 -1.22463
C -6.35370 -4.30903 0.14870
C -5.07993 -4.20040 0.68654
C -2.40785 -3.05541 2.35374
C -3.24428 -1.94093 2.41306
C -3.49350 -1.30942 3.62255
C -2.90351 -1.78132 4.78799
C -2.05483 -2.87803 4.73951
C -1.81272 -3.51111 3.52829
H -0.96475 -1.49921 -2.03649
H -2.57980 -1.91893 -1.44529
H 0.01321 -2.95911 -0.18228
H -0.79381 -3.82639 -1.48898
H 0.38750 -5.57701 -0.00266
H 1.26070 -7.80942 0.56457
H -0.05991 -9.32811 1.99749
H -2.26776 -8.61257 2.84654
H -3.15032 -6.38320 2.26705
H -3.27227 -4.30550 -2.16951
H -5.53292 -4.50027 -3.12631
H -7.51086 -4.49528 -1.64824
H -7.21922 -4.30878 0.79902
H -4.95734 -4.11121 1.76004
H -3.70662 -1.56387 1.50823
H -4.15930 -0.45583 3.66304
H -3.11050 -1.29452 5.73307
H -1.59634 -3.24784 5.64782
H -1.16132 -4.37690 3.49036
```

As for the spin multiplicity: 2. Its gap between HOMO and LUMO (alpha / beta) is 0.2018 / 0.2233 hartree. Its total charge is 0.

Atomic partial charges in e from the Mulliken method, atoms 1 to 99: -0.940 -1.874 0.445 0.303 -0.690 0.581 -0.293 -0.285 -0.460 1.790 -0.317 -1.609 0.719 1.507 -0.660 0.493 -0.242 -0.332 -0.526 0.404 0.538 -1.820 -1.584 0.418 0.320 0.379 0.259 0.524 0.177 0.426 0.393 0.239 0.020 0.462 0.541 0.108 0.264 -0.577 -1.255 0.735 -1.105 0.325 0.074 0.915 -0.908 -0.696 -0.524 -1.010 0.418 0.949 0.171 -1.134 -0.526 -0.764 -0.864 0.331 0.680 0.529 0.278 0.645 -0.983 0.624 0.687 0.467 0.401 0.411 0.510 -0.622 0.099 0.520 0.419 0.427 0.499 -0.607 1.125 -0.031 -0.585 0.943 -0.305 0.072 -1.494 2.285 -0.009 -0.598 -0.671 -0.430 -0.762 -0.155 0.010 -0.356 -0.694 -0.460 -0.699 -0.184 0.061 -0.264 -0.634 -0.881 -0.567

=====

Formula: C7H3BrOS
Source: the OMol25 dataset
Level of theory: ωB97M-V/def2-TZVPD

XYZ file:
```
13
Properties=species:S:1:pos:R:3
C 2.17468 -0.85218 -0.63791
C 3.32518 -0.62986 -0.39643
C 0.11769 0.21375 0.19734
C 0.69492 -0.90034 -0.71117
C -0.59145 -0.26904 1.20660
C -0.13852 -2.19092 -0.24926
C -1.21232 -2.88474 -0.62533
O -1.95999 -3.76095 -0.90727
S -0.42151 -1.99927 1.50935
Br 5.01433 -0.06095 -0.05508
H 0.24982 1.16587 -0.21904
H 0.54771 -0.56154 -1.67955
H -1.16471 0.33950 1.93630
```

Its gap between HOMO and LUMO is 0.3236 hartree. Its total charge is 0.

Listed below, in e, are the natural (NBO) charges computed for each atom: -0.037 -0.153 -0.183 -0.295 -0.361 -0.446 0.689 -0.447 0.329 0.189 0.226 0.249 0.240

=====

The evaluated molecular weight for the records listed, in turn: 36.03; 384.44; 144.20; 113.10; 69.06; 63.10; 1101.23; 215.07 g/mol.